Record 1
C5H8N2 | ωB97M-V/def2-TZVPD

The geometry in XYZ format:
```
15
C5H8N2 ωB97M-V/def2-TZVPD
C -1.353 -1.305 0.402
N -0.157 -0.525 0.198
C 1.120 -0.910 0.411
C 1.975 0.105 0.007
C 1.187 1.134 -0.517
C -0.194 0.780 -0.341
N -1.448 1.179 -0.902
H -2.188 -0.608 0.438
H -1.532 -1.997 -0.427
H -1.274 -1.862 1.337
H 1.339 -1.859 0.885
H 3.050 0.104 0.126
H 1.520 2.097 -0.881
H -0.644 1.520 0.450
H -1.355 2.144 -1.216
```

As for the LUMO energy (alpha / beta): 0.352 / 0.222 eV. The value obtained for the total energy is -8291.0948 eV. As for the strongest force on any atom: 0.42 eV Å⁻¹. The calculation puts the HOMO energy (alpha / beta) at -6.6 / -7.5 eV. Its energy relative to the best compared isomer or geometry (same formula, charge and spin) is 376.4 kJ/mol.

Record 2
C3H5N3S | ωB97M-V/def2-TZVPD

The geometry in XYZ format:
```
12
C3H5N3S ωB97M-V/def2-TZVPD
C 0.160 0.275 -0.127
C -0.605 1.493 -0.116
C -1.226 2.514 -0.107
H 1.917 -1.371 0.679
H 3.081 -0.680 -0.199
H 0.060 -1.702 -0.440
H -2.480 -1.350 1.041
H -1.773 3.453 -0.080
N 2.086 -0.900 -0.191
N 1.446 0.355 -0.201
N -0.497 -0.959 -0.016
S -2.170 -1.128 -0.243
```

The SMILES is C#C/C(=N/N)NS. As for the LUMO energy: 0.781 eV. The value obtained for the total energy is -18494.2310 eV. As for the strongest force on any atom: 1.13 eV Å⁻¹. The calculation puts the HOMO energy at -8.6 eV. Its energy relative to the best compared isomer or geometry (same formula, charge and spin) is 353.8 kJ/mol.

Record 3
CH2BrNOS | ωB97M-V/def2-TZVPD

The geometry in XYZ format:
```
7
CH2BrNOS ωB97M-V/def2-TZVPD
C 1.394 0.712 -0.109
N 0.559 -0.325 -0.048
O 1.377 1.870 0.050
S -1.210 -0.145 0.061
Br 3.223 -0.184 0.012
H 0.767 -1.315 -0.306
H -1.285 -0.241 -1.192
```

The SMILES is O=C(Br)NS. As for the LUMO energy: -0.029 eV. The value obtained for the total energy is -85484.0646 eV. As for the strongest force on any atom: 3.18 eV Å⁻¹. The calculation puts the HOMO energy at -10.3 eV. Its energy relative to the best compared isomer or geometry (same formula, charge and spin) is 42.0 kJ/mol.

Record 4
C25H43F3NO3 | ωB97M-V/def2-TZVPD

The geometry in XYZ format:
```
75
C25H43F3NO3 ωB97M-V/def2-TZVPD
C -3.024 -0.850 1.307
C -2.726 -1.789 2.472
C -1.942 -1.110 3.604
C -1.639 -2.106 4.730
C -0.265 -2.757 4.631
C 0.888 -1.771 4.904
C 1.494 -1.162 3.620
C 1.592 0.368 3.683
C 1.708 0.986 2.274
C 0.358 1.564 1.780
C 0.480 2.899 1.061
O -0.732 3.637 1.048
C -1.743 2.977 0.335
C -1.384 2.703 -1.121
O -2.403 1.947 -1.654
C -2.117 1.356 -2.929
C -1.683 2.362 -3.981
O -1.511 1.794 -5.244
C -0.678 0.647 -5.280
C 0.717 0.827 -4.646
N -0.049 2.005 -1.199
C 0.923 2.810 -0.401
C 2.339 2.346 -0.714
F 3.256 2.866 0.142
F 2.391 0.991 -0.738
F 2.647 2.777 -1.981
H -4.088 -0.800 1.103
H -2.569 -1.194 0.380
H -2.672 0.159 1.506
H -3.633 -2.184 2.918
H -2.125 -2.641 2.164
H -1.021 -0.748 3.151
H -2.485 -0.242 3.971
H -2.377 -2.904 4.654
H -1.789 -1.668 5.713
H -0.135 -3.229 3.659
H -0.209 -3.553 5.370
H 0.496 -0.986 5.545
H 1.685 -2.256 5.457
H 2.471 -1.600 3.442
H 0.871 -1.428 2.767
H 2.508 0.601 4.221
H 0.771 0.790 4.252
H 2.030 0.193 1.610
H 2.468 1.760 2.296
H -0.282 1.677 2.648
H -0.103 0.795 1.157
H 1.212 3.507 1.583
H -2.636 3.586 0.315
H -2.009 2.019 0.784
H -1.287 3.645 -1.662
H -1.391 0.556 -2.777
H -3.026 0.878 -3.270
H -0.788 2.932 -3.700
H -2.479 3.097 -4.071
H -1.162 -0.220 -4.831
H -0.551 0.405 -6.326
H 0.867 0.141 -3.815
H 1.470 0.545 -5.375
H 0.942 1.854 -4.373
H 0.313 1.968 -2.157
H -0.156 1.061 -0.819
H 0.849 3.822 -0.787
C 0.823 -2.602 -1.993
C 2.022 -1.904 -1.931
C 3.128 -2.357 -2.636
C 3.031 -3.506 -3.408
C 1.832 -4.202 -3.473
C 0.727 -3.753 -2.763
H -0.041 -2.253 -1.437
H 2.092 -1.003 -1.337
H 4.065 -1.817 -2.585
H 3.892 -3.860 -3.960
H 1.759 -5.098 -4.075
H -0.205 -4.301 -2.808
```

Its total charge is +1. As for the LUMO energy: -2.416 eV. The value obtained for the total energy is -42400.1079 eV. As for the strongest force on any atom: 1.76 eV Å⁻¹. The calculation puts the HOMO energy at -11.9 eV.

Please write out number 4 again, unchanged.
C25H43F3NO3 | ωB97M-V/def2-TZVPD

The geometry in XYZ format:
```
75
C25H43F3NO3 ωB97M-V/def2-TZVPD
C -3.024 -0.850 1.307
C -2.726 -1.789 2.472
C -1.942 -1.110 3.604
C -1.639 -2.106 4.730
C -0.265 -2.757 4.631
C 0.888 -1.771 4.904
C 1.494 -1.162 3.620
C 1.592 0.368 3.683
C 1.708 0.986 2.274
C 0.358 1.564 1.780
C 0.480 2.899 1.061
O -0.732 3.637 1.048
C -1.743 2.977 0.335
C -1.384 2.703 -1.121
O -2.403 1.947 -1.654
C -2.117 1.356 -2.929
C -1.683 2.362 -3.981
O -1.511 1.794 -5.244
C -0.678 0.647 -5.280
C 0.717 0.827 -4.646
N -0.049 2.005 -1.199
C 0.923 2.810 -0.401
C 2.339 2.346 -0.714
F 3.256 2.866 0.142
F 2.391 0.991 -0.738
F 2.647 2.777 -1.981
H -4.088 -0.800 1.103
H -2.569 -1.194 0.380
H -2.672 0.159 1.506
H -3.633 -2.184 2.918
H -2.125 -2.641 2.164
H -1.021 -0.748 3.151
H -2.485 -0.242 3.971
H -2.377 -2.904 4.654
H -1.789 -1.668 5.713
H -0.135 -3.229 3.659
H -0.209 -3.553 5.370
H 0.496 -0.986 5.545
H 1.685 -2.256 5.457
H 2.471 -1.600 3.442
H 0.871 -1.428 2.767
H 2.508 0.601 4.221
H 0.771 0.790 4.252
H 2.030 0.193 1.610
H 2.468 1.760 2.296
H -0.282 1.677 2.648
H -0.103 0.795 1.157
H 1.212 3.507 1.583
H -2.636 3.586 0.315
H -2.009 2.019 0.784
H -1.287 3.645 -1.662
H -1.391 0.556 -2.777
H -3.026 0.878 -3.270
H -0.788 2.932 -3.700
H -2.479 3.097 -4.071
H -1.162 -0.220 -4.831
H -0.551 0.405 -6.326
H 0.867 0.141 -3.815
H 1.470 0.545 -5.375
H 0.942 1.854 -4.373
H 0.313 1.968 -2.157
H -0.156 1.061 -0.819
H 0.849 3.822 -0.787
C 0.823 -2.602 -1.993
C 2.022 -1.904 -1.931
C 3.128 -2.357 -2.636
C 3.031 -3.506 -3.408
C 1.832 -4.202 -3.473
C 0.727 -3.753 -2.763
H -0.041 -2.253 -1.437
H 2.092 -1.003 -1.337
H 4.065 -1.817 -2.585
H 3.892 -3.860 -3.960
H 1.759 -5.098 -4.075
H -0.205 -4.301 -2.808
```

Its total charge is +1. As for the LUMO energy: -2.416 eV. The value obtained for the total energy is -42400.1079 eV. As for the strongest force on any atom: 1.76 eV Å⁻¹. The calculation puts the HOMO energy at -11.9 eV.

> Number 4 is which compound?

C25H43F3NO3